1.
{"formula": "C3H10NO", "method": "ωB97M-V with the def2-TZVPD basis set", "e_homo_ev": [-4.005, -10.004], "multiplicity": 2, "total_charge": 0, "elements": ["H", "H", "H", "C", "H", "H", "H", "H", "O", "H", "C", "N", "H", "H", "C"], "positions_angstrom": [[4.0669, 0.1973, -4.6770], [-3.8637, 0.8113, 3.0980], [-4.0227, -0.2639, 1.5363], [-3.5134, -0.0335, 2.4689], [-3.0846, -1.2793, 4.3014], [-2.4910, 0.0524, 2.3416], [-3.4167, -2.0174, 2.7867], [3.1010, -0.3051, -3.3264], [3.8208, 2.4613, -3.7691], [-4.7574, -1.2246, 3.8547], [4.0314, 0.1789, -3.6053], [-3.7416, -1.2676, 3.4977], [4.8321, -0.5042, -3.1226], [4.8274, 1.6515, -2.2441], [4.2115, 1.5430, -3.1408]], "atomic_forces_ev_per_a": [[0.1904, -0.2853, -0.5720], [-0.1335, -0.1740, -1.0106], [-0.2411, 0.1327, 0.3585], [-1.8727, -0.3635, 2.9751], [0.0428, 0.3375, -0.0715], [2.0351, 0.0264, -0.3806], [-0.7971, -0.5079, 1.0638], [-0.3889, 0.3048, 0.2120], [-0.7414, 2.2101, -0.8238], [0.5774, -0.4826, -0.3759], [1.2641, -2.8406, 0.9129], [0.3892, 1.0321, -2.5592], [-1.0519, 1.0239, -1.0913], [0.0536, 0.3792, 0.5811], [0.6740, -0.7929, 0.7815]]}

2.
{"formula": "C3H10NO", "method": "ωB97M-V with the def2-TZVPD basis set", "e_homo_ev": -14.547, "total_charge": 1, "elements": ["O", "H", "H", "H", "H", "H", "H", "H", "C", "H", "C", "N", "H", "C", "H"], "positions_angstrom": [[-0.3132, 2.7187, 2.9284], [-0.0630, 3.5180, 2.5288], [-0.4392, -0.7178, -3.3870], [-0.5946, -2.3012, -2.7185], [-0.6168, -0.3948, 1.5495], [0.0751, 0.8877, 0.8043], [-0.5379, 0.2389, -1.2363], [0.9323, 0.1022, 1.8054], [0.4140, -1.0160, -0.0559], [-1.1057, 2.7441, 3.5156], [0.0267, -1.3758, -2.6471], [0.1891, -0.0670, 1.0611], [1.1642, -1.6019, -2.9741], [-0.1548, -0.7118, -1.2869], [1.0238, -2.0233, 0.1128]], "atomic_forces_ev_per_a": [[-0.9102, -2.9577, 1.0296], [-0.1392, 1.9896, -0.2801], [0.4179, -0.0126, 0.0419], [0.7865, 0.4265, 0.2062], [-0.9526, 0.1065, 0.7825], [-0.8250, 1.1101, -0.9295], [-1.5401, 2.1957, -0.5399], [-0.5416, -1.1413, -1.0952], [0.5608, -2.1773, -3.3800], [1.1012, 0.7697, -0.9385], [0.8668, -0.7481, -0.2332], [1.8275, -0.6620, 1.3666], [-2.7381, 0.5307, 1.0542], [3.5139, -2.0598, 2.7265], [-1.4278, 2.6300, 0.1890]]}

3.
{"formula": "C3H10NO", "method": "ωB97M-V with the def2-TZVPD basis set", "e_homo_ev": -14.481, "total_charge": 1, "smiles": "C[NH2+]COC", "elements": ["H", "H", "H", "H", "H", "C", "C", "C", "H", "H", "H", "H", "H", "N", "O"], "positions_angstrom": [[-0.9483, -1.0212, -0.9804], [-0.8479, 1.4295, 1.7261], [-1.1828, 0.8588, -0.6990], [2.4413, 0.0552, -1.8908], [-0.4223, -1.3634, 1.2729], [-0.3210, 0.5369, 1.9619], [1.3168, -0.0205, -2.0515], [-0.7471, -0.1505, -0.4121], [-0.4072, 0.0047, 2.8561], [1.0394, 0.7389, -2.7931], [1.1137, -1.0187, -2.3249], [-1.8289, -0.5232, 1.1206], [0.7245, 0.7365, 1.9423], [-0.8310, -0.4284, 0.9899], [0.9007, 0.1655, -0.7180]], "atomic_forces_ev_per_a": [[-0.6508, -0.5093, -0.6825], [-0.5403, 0.9137, 0.9105], [0.0113, -1.6823, 0.4825], [-1.2278, -0.0933, -0.6294], [-0.4035, 0.9544, -1.0106], [0.4026, 0.4668, -0.6851], [2.2814, 0.6920, 0.7221], [5.2963, 3.2110, -2.5388], [-1.0362, 0.1637, 2.0016], [-0.3872, -0.1758, 0.3570], [-0.3349, -1.0969, -0.9239], [-0.5943, -0.1412, 0.6428], [0.8866, -0.0931, -1.0858], [0.8190, -2.2364, 0.3337], [-4.5221, -0.3734, 2.1059]]}

4.
{"formula": "C3H10NO", "method": "ωB97M-V with the def2-TZVPD basis set", "e_homo_ev": -13.526, "total_charge": 1, "elements": ["H", "C", "O", "C", "N", "H", "H", "H", "C", "H", "H", "H", "H", "H", "H"], "positions_angstrom": [[2.0116, 0.1485, -0.8409], [-0.0160, -0.4851, -0.9978], [-2.1833, -0.7454, 0.0561], [1.1106, 0.4350, -1.3812], [0.5054, -0.0927, 1.8243], [1.3760, 0.3749, -2.4534], [0.1091, -1.5582, -1.0347], [0.5458, 0.9251, 2.0001], [-1.2143, 0.0168, -0.5678], [-0.2917, -0.5517, 2.3190], [1.3977, -0.5706, 2.0060], [0.2205, -0.2241, 0.7618], [0.8644, 1.4812, -1.1081], [-3.0019, -0.2526, 0.0327], [-1.4341, 1.0990, -0.6160]], "atomic_forces_ev_per_a": [[0.1874, 0.0370, 0.0545], [-1.7484, 0.8895, 0.4594], [1.2341, 0.3283, -0.7543], [-0.1283, 0.2509, -0.4312], [-0.8272, -0.3895, -0.5513], [-0.2470, 0.0881, 0.5030], [0.0635, -0.1596, 0.0279], [0.0747, -0.7160, 0.2245], [0.6424, -0.4448, -0.2173], [0.9077, 0.5511, -0.0201], [-0.3899, 0.3234, 0.1757], [0.3641, 0.2041, 0.7724], [0.1850, -0.4969, -0.3510], [-0.5179, 0.0781, 0.0847], [0.2000, -0.5436, 0.0232]]}

Results for relative energy (zero: lowest compared OMol25 entry of this formula, charge and spin): 233.9, 178.7, 267.9, 98.9 (in kJ/mol, following the order of the records).